Entry from the OMol25 dataset: 8 unconnected molecules or ions with the total composition C16H48N4O8 in a non-equilibrium geometry (ωB97M-V/def2-TZVPD).

- Total energy: -39702.71728 eV
- HOMO-LUMO gap: 8.650 eV
- LUMO energy: 0.15 eV
- Highest occupied orbital energy: -8.50 eV
- Total charge: 0
- Largest force on an atom: 17.1 eV/A

The geometry in XYZ format:
```
76
C16H48N4O8 ωB97M-V/def2-TZVPD
C 17.076 -7.463 -22.432
O 16.380 -6.245 -22.820
H 17.987 -7.344 -21.865
H 17.269 -8.072 -23.282
H 16.460 -8.028 -21.704
H 15.398 -6.397 -22.897
C 18.224 -3.908 -21.711
O 17.681 -2.930 -20.837
H 18.000 -3.855 -22.748
H 18.148 -4.928 -21.344
H 19.297 -3.661 -21.714
H 18.316 -2.620 -20.173
C 13.310 -6.854 -23.957
O 13.948 -7.614 -24.823
N 13.417 -7.091 -22.726
N 12.635 -5.839 -24.291
H 13.794 -7.998 -22.503
H 13.090 -6.420 -22.022
H 12.460 -5.764 -25.318
H 11.930 -5.652 -23.689
C 14.866 -2.727 -23.161
O 13.725 -1.967 -23.479
N 15.714 -2.254 -22.322
N 14.938 -4.003 -23.135
H 15.726 -1.203 -22.327
H 16.549 -2.532 -21.758
H 14.146 -4.469 -23.676
H 15.799 -4.608 -22.888
C 15.345 -11.404 -21.507
C 14.444 -10.395 -22.144
C 13.134 -10.995 -22.558
O 14.252 -9.423 -21.392
H 15.559 -12.285 -22.166
H 14.782 -11.728 -20.623
H 16.315 -10.962 -21.321
H 14.897 -10.027 -23.106
H 12.539 -10.309 -23.143
H 12.439 -11.263 -21.690
H 13.241 -11.836 -23.265
H 14.031 -9.767 -20.479
C 14.320 -4.416 -18.676
C 14.516 -5.190 -19.910
C 14.618 -6.697 -19.713
O 13.660 -4.947 -20.830
H 14.803 -3.447 -18.814
H 14.768 -4.772 -17.687
H 13.267 -4.237 -18.570
H 15.500 -4.889 -20.243
H 13.654 -7.221 -19.604
H 15.142 -6.806 -18.771
H 15.130 -7.055 -20.530
H 14.135 -4.397 -21.444
C 18.050 -5.722 -18.884
C 19.571 -5.859 -18.480
C 20.588 -5.771 -19.546
O 19.881 -4.963 -17.777
H 17.860 -4.734 -19.241
H 17.265 -6.098 -18.225
H 17.908 -6.328 -19.838
H 19.681 -6.728 -17.968
H 20.466 -6.555 -20.228
H 21.626 -5.731 -19.335
H 20.342 -4.877 -20.039
H 19.441 -5.249 -16.979
C 18.872 -9.404 -19.107
C 17.897 -9.261 -17.956
C 16.467 -9.399 -18.447
O 18.119 -10.018 -16.985
H 18.588 -8.748 -19.923
H 18.963 -10.482 -19.417
H 19.826 -9.012 -18.734
H 18.149 -8.224 -17.548
H 16.303 -8.933 -19.439
H 15.824 -8.769 -17.848
H 15.920 -10.317 -18.365
H 17.517 -9.784 -16.287
```

Entry from the OMol25 dataset: 5 unconnected molecules or ions with the total composition C16H48N5O7 in a non-equilibrium geometry (ωB97M-V/def2-TZVPD).

- Total energy: -39122.88102 eV
- HOMO-LUMO gap: 9.301 eV
- LUMO energy: -6.81 eV
- Highest occupied orbital energy: -16.11 eV
- Total charge: +3
- Largest force on an atom: 6.3 eV/A

The geometry in XYZ format:
```
76
C16H48N5O7 ωB97M-V/def2-TZVPD
C 5.198 -2.244 24.109
C 3.748 -1.850 24.025
C 3.189 -1.067 25.222
O 1.919 -0.659 24.982
C 1.572 0.619 25.541
N 3.573 -0.928 22.837
H 3.840 0.004 23.120
H 4.025 -1.284 22.006
H 2.592 -1.047 22.628
H 5.823 -1.354 24.184
H 5.552 -2.833 23.263
H 5.332 -2.663 25.106
H 3.094 -2.711 23.887
H 3.807 -0.213 25.498
H 3.061 -1.785 26.032
H 0.524 0.803 25.304
H 2.175 1.464 25.211
H 1.569 0.578 26.630
C 3.816 6.669 25.166
C 5.296 6.935 25.655
C 5.401 7.215 27.159
O 6.724 7.303 27.457
C 7.032 8.029 28.676
N 6.193 5.692 25.390
H 6.155 5.522 24.396
H 7.057 5.740 25.911
H 5.643 4.871 25.598
H 3.768 6.141 24.214
H 3.203 7.556 25.006
H 3.316 6.059 25.919
H 5.783 7.825 25.256
H 4.869 6.493 27.780
H 4.812 8.085 27.450
H 7.559 7.373 29.369
H 6.185 8.530 29.144
H 7.676 8.849 28.357
C 7.146 -4.318 15.930
C 7.089 -3.820 17.358
C 6.912 -2.227 17.639
O 6.673 -2.064 19.008
C 6.479 -0.744 19.586
N 6.036 -4.691 18.127
H 5.134 -4.588 17.686
H 6.347 -5.651 18.103
H 5.949 -4.350 19.073
H 7.501 -5.346 15.853
H 7.931 -3.853 15.333
H 6.175 -4.193 15.452
H 7.976 -4.157 17.893
H 5.994 -2.040 17.081
H 7.730 -1.611 17.266
H 5.628 -0.228 19.141
H 7.423 -0.198 19.598
H 6.084 -0.705 20.601
C 8.818 1.318 28.242
C 7.573 1.585 27.402
C 6.809 2.791 28.026
O 5.860 3.325 27.131
C 4.719 2.523 27.044
N 7.952 1.648 25.931
H 8.240 0.749 25.573
H 7.262 1.979 25.272
H 8.759 2.216 25.716
H 9.267 2.246 28.596
H 9.528 0.635 27.775
H 8.511 0.894 29.197
H 6.915 0.719 27.330
H 7.550 3.567 28.215
H 6.517 2.427 29.011
H 4.155 3.129 26.334
H 4.149 2.454 27.971
H 4.851 1.565 26.541
N 5.689 2.108 23.195
O 6.554 2.826 23.655
O 4.744 1.763 23.836
O 5.673 1.790 22.054
```

Entry from the OMol25 dataset: 3 unconnected molecules or ions with the total composition C16H48N6O3P3S2 in a non-equilibrium geometry (ωB97M-V/def2-TZVPD).

- Total energy: -81983.83983 eV
- HOMO-LUMO gap: 5.742 eV
- LUMO energy: -4.22 eV
- Highest occupied orbital energy: -9.96 eV
- Total charge: +1
- Largest force on an atom: 3.6 eV/A

The geometry in XYZ format:
```
78
C16H48N6O3P3S2 ωB97M-V/def2-TZVPD
C -1.034 2.957 -2.278
O -0.833 2.232 -1.072
C -1.611 2.660 0.009
C -1.400 4.146 0.368
C -1.130 4.289 1.864
S -0.490 5.920 2.356
P 1.590 6.017 1.532
S 1.769 6.377 -0.311
H -1.171 2.251 -3.098
H -1.918 3.599 -2.236
H -0.151 3.564 -2.502
H -2.674 2.411 -0.110
H -1.276 2.063 0.866
H -2.277 4.753 0.125
H -0.566 4.563 -0.199
H -2.044 4.188 2.453
H -0.413 3.552 2.234
H -1.142 6.781 1.550
H 2.045 6.996 2.425
H 1.978 4.760 2.025
O -4.024 0.282 -0.922
P -3.570 -1.090 -0.607
N -2.919 -1.645 -2.079
C -3.038 -2.917 -2.756
C -1.917 -0.764 -2.660
N -4.960 -1.905 -0.083
C -5.274 -3.268 -0.473
C -6.182 -1.106 -0.002
N -2.497 -1.735 0.474
C -1.312 -2.525 0.147
C -2.901 -1.861 1.872
H -2.098 -3.488 -2.748
H -3.307 -2.755 -3.805
H -3.798 -3.550 -2.324
H -0.965 -0.754 -2.113
H -2.287 0.261 -2.694
H -1.705 -1.079 -3.683
H -5.657 -3.332 -1.497
H -6.045 -3.662 0.193
H -4.406 -3.920 -0.366
H -6.655 -0.959 -0.980
H -5.979 -0.128 0.423
H -6.889 -1.622 0.651
H -1.574 -3.570 -0.050
H -0.618 -2.504 0.986
H -0.765 -2.119 -0.694
H -3.400 -2.816 2.057
H -3.583 -1.062 2.161
H -2.022 -1.799 2.515
O 1.669 -1.327 1.052
P 3.074 -1.264 0.604
N 4.053 -1.325 1.964
C 5.196 -0.532 2.360
C 3.844 -2.512 2.791
N 3.089 0.267 -0.208
C 4.192 1.200 -0.124
C 1.832 0.998 -0.246
N 3.956 -2.069 -0.537
C 5.271 -2.654 -0.297
C 3.617 -1.917 -1.947
H 6.135 -1.100 2.317
H 5.069 -0.196 3.394
H 5.328 0.346 1.749
H 4.223 -3.433 2.331
H 2.783 -2.653 2.999
H 4.357 -2.386 3.744
H 4.216 1.746 0.830
H 4.102 1.942 -0.924
H 5.150 0.699 -0.276
H 1.618 1.526 0.699
H 0.995 0.341 -0.455
H 1.883 1.736 -1.049
H 6.061 -1.899 -0.365
H 5.467 -3.414 -1.054
H 5.331 -3.151 0.665
H 4.144 -1.069 -2.392
H 2.547 -1.763 -2.080
H 3.892 -2.822 -2.491
```

Entry from the OMol25 dataset: 8 unconnected molecules or ions with the total composition C16H48O16 in a non-equilibrium geometry (ωB97M-V/def2-TZVPD).

- Total energy: -50122.92811 eV
- HOMO-LUMO gap: 9.717 eV
- LUMO energy: 0.10 eV
- Highest occupied orbital energy: -9.62 eV
- Total charge: 0
- Largest force on an atom: 3.6 eV/A

The geometry in XYZ format:
```
80
C16H48O16 ωB97M-V/def2-TZVPD
C -5.480 -0.636 -1.438
C -6.340 -1.152 -2.525
O -7.450 -1.679 -1.878
O -4.860 -1.692 -0.638
H -6.031 0.033 -0.776
H -4.865 0.092 -1.968
H -5.917 -1.953 -3.130
H -6.652 -0.435 -3.284
H -7.053 -2.410 -1.398
H -5.400 -1.788 0.150
C 2.212 -2.978 4.259
C 1.761 -2.249 3.002
O 0.475 -2.497 2.536
O 1.362 -2.791 5.310
H 3.212 -2.671 4.565
H 2.177 -4.048 4.057
H 2.421 -2.518 2.177
H 1.974 -1.201 3.212
H 0.421 -3.454 2.584
H 0.513 -2.546 4.936
C 2.550 -3.185 -1.604
C 1.862 -4.188 -0.701
O 0.522 -4.125 -1.103
O 2.287 -3.392 -2.936
H 3.630 -3.327 -1.627
H 2.489 -2.201 -1.138
H 2.055 -4.025 0.360
H 2.061 -5.217 -1.002
H 0.515 -4.175 -2.062
H 1.783 -2.672 -3.324
C -3.204 0.164 5.425
C -2.219 -0.410 4.415
O -1.483 -1.619 4.908
O -2.573 0.898 6.462
H -3.991 -0.493 5.795
H -3.940 0.795 4.928
H -1.595 0.433 4.117
H -2.773 -0.614 3.499
H -1.057 -1.432 5.747
H -3.005 0.742 7.305
C 2.531 4.360 1.959
C 2.146 3.175 1.127
O 3.100 2.873 0.077
O 3.322 4.006 3.051
H 1.597 4.845 2.243
H 3.157 4.942 1.282
H 1.271 3.325 0.494
H 2.043 2.211 1.625
H 2.823 2.109 -0.433
H 4.101 3.628 2.637
C 4.154 4.497 -2.704
C 2.518 4.213 -2.735
O 2.303 2.744 -3.132
O 4.683 4.758 -3.921
H 4.533 3.612 -2.192
H 4.445 5.366 -2.115
H 1.945 4.815 -3.441
H 2.215 4.361 -1.698
H 1.362 2.584 -3.229
H 4.576 3.980 -4.474
C -1.299 0.299 -4.217
C -0.191 -0.819 -4.657
O 0.386 -1.399 -3.586
O -0.660 1.290 -3.489
H -2.004 -0.049 -3.462
H -1.850 0.697 -5.069
H 0.614 -0.300 -5.177
H -0.534 -1.613 -5.320
H 0.694 -0.579 -3.195
H -1.236 2.054 -3.406
C -0.773 0.205 0.541
C 0.571 -0.272 -0.027
O 1.098 0.726 -0.937
O -1.780 0.121 -0.497
H -0.881 1.234 0.884
H -1.066 -0.486 1.331
H 0.516 -1.272 -0.458
H 1.343 -0.263 0.742
H 0.363 1.009 -1.486
H -2.531 -0.372 -0.158
```

Entry from the OMol25 dataset: 8 unconnected molecules or ions with the total composition C16H48O16 in a non-equilibrium geometry (ωB97M-V/def2-TZVPD).

- Total energy: -50116.64514 eV
- HOMO-LUMO gap: 9.654 eV
- LUMO energy: 0.04 eV
- Highest occupied orbital energy: -9.61 eV
- Total charge: 0
- Largest force on an atom: 11.3 eV/A

The geometry in XYZ format:
```
80
C16H48O16 ωB97M-V/def2-TZVPD
C -1.300 -5.417 2.687
C -1.620 -4.424 1.620
O -0.409 -4.041 0.834
O -2.120 -5.335 3.828
H -0.353 -5.168 3.059
H -1.265 -6.364 2.265
H -1.912 -3.564 2.381
H -2.342 -4.587 0.829
H -0.576 -3.241 0.347
H -1.878 -6.180 4.213
C -0.673 4.296 -2.303
C -1.798 5.353 -2.814
O -1.337 6.241 -3.833
O -1.398 3.419 -1.447
H -0.197 4.979 -1.684
H -0.110 3.865 -3.093
H -2.196 6.153 -2.109
H -2.875 5.025 -2.890
H -2.175 6.738 -4.017
H -1.859 2.896 -2.164
C 1.265 -0.031 -4.053
C 0.862 -0.116 -5.574
O 1.615 0.442 -6.534
O 0.239 -0.499 -3.242
H 1.461 0.869 -3.686
H 2.159 -0.615 -3.961
H 0.095 0.532 -5.682
H 0.556 -1.119 -5.810
H 1.652 -0.139 -7.253
H -0.154 -1.417 -3.447
C 3.813 1.809 -1.268
C 3.434 2.605 0.052
O 3.661 4.001 0.042
O 4.057 0.411 -0.904
H 4.835 2.070 -1.710
H 3.255 1.947 -2.114
H 3.802 2.428 1.244
H 2.399 2.339 0.221
H 4.421 4.283 -0.604
H 3.211 0.037 -0.869
C 0.004 0.722 -0.192
C 0.512 -0.262 0.767
O 1.631 -1.017 0.233
O -1.022 1.457 0.551
H -0.492 0.027 -0.967
H 0.858 1.416 -0.517
H -0.255 -0.984 0.953
H 0.944 0.093 1.796
H 2.036 -1.499 0.972
H -1.256 2.223 -0.042
C -2.199 1.059 3.978
C -2.950 -0.112 3.331
O -3.493 0.362 2.040
O -1.447 0.574 5.143
H -2.693 1.968 4.348
H -1.432 1.499 3.318
H -3.889 -0.512 3.955
H -2.244 -0.930 3.346
H -2.838 0.540 1.480
H -0.825 -0.293 5.018
C 3.168 -0.564 3.095
C 4.118 -0.619 4.329
O 4.662 0.651 4.430
O 2.468 -1.736 2.876
H 3.653 -0.351 2.175
H 2.372 0.131 3.124
H 4.982 -1.331 4.344
H 3.512 -0.797 5.056
H 3.935 1.171 4.567
H 2.982 -2.627 2.534
C -3.980 -2.332 -1.264
C -2.740 -1.740 -1.846
O -1.612 -2.383 -1.169
O -5.055 -1.618 -1.882
H -4.060 -2.017 -0.110
H -4.085 -3.383 -1.336
H -2.748 -0.768 -1.634
H -2.618 -2.100 -2.804
H -1.123 -2.748 -1.729
H -5.030 -1.650 -2.827
```

Entry from the OMol25 dataset: 8 unconnected molecules or ions with the total composition C16H48O8 in a non-equilibrium geometry (ωB97M-V/def2-TZVPD).

- Total energy: -33748.28149 eV
- HOMO-LUMO gap: 9.940 eV
- LUMO energy: 0.50 eV
- Highest occupied orbital energy: -9.44 eV
- Total charge: 0
- Largest force on an atom: 1.6 eV/A

The geometry in XYZ format:
```
72
C16H48O8 ωB97M-V/def2-TZVPD
C -14.037 12.219 28.092
C -13.906 11.691 29.523
O -15.179 11.507 30.112
H -14.843 11.765 27.517
H -13.126 12.158 27.489
H -14.237 13.297 28.128
H -13.278 12.351 30.124
H -13.436 10.708 29.431
H -15.410 12.316 30.597
C -17.207 14.256 29.177
C -17.452 14.159 30.660
O -16.207 13.785 31.302
H -16.552 13.472 28.797
H -16.798 15.226 28.884
H -18.112 14.139 28.575
H -18.163 13.348 30.836
H -17.795 15.111 31.063
H -16.243 14.197 32.169
C -16.138 16.493 25.322
C -14.844 16.100 25.999
O -14.390 14.822 25.563
H -15.973 16.361 24.251
H -16.329 17.545 25.529
H -16.988 15.905 25.665
H -14.888 16.085 27.098
H -14.078 16.869 25.827
H -13.464 14.760 25.847
C -19.056 16.058 22.794
C -19.648 17.395 22.374
O -19.792 18.282 23.469
H -19.516 15.634 23.691
H -18.004 16.153 23.067
H -19.180 15.341 21.981
H -20.608 17.178 21.886
H -19.062 17.850 21.576
H -20.160 17.761 24.188
C -18.210 12.915 25.775
C -18.608 12.028 24.599
O -17.471 11.212 24.302
H -18.944 13.703 25.990
H -17.281 13.440 25.555
H -18.092 12.346 26.696
H -19.029 12.622 23.782
H -19.365 11.294 24.874
H -16.755 11.821 24.076
C -19.138 20.725 26.333
C -18.042 20.842 25.303
O -16.954 21.677 25.754
H -19.506 21.741 26.485
H -18.753 20.292 27.254
H -19.928 20.069 25.967
H -18.375 21.175 24.317
H -17.531 19.896 25.104
H -17.153 22.571 25.462
C -16.342 13.420 21.074
C -15.447 14.015 22.131
O -15.826 13.596 23.432
H -17.390 13.704 21.126
H -16.329 12.324 21.147
H -15.906 13.557 20.082
H -15.567 15.108 22.086
H -14.388 13.815 21.937
H -15.470 14.255 24.048
C -10.103 16.607 26.454
C -10.976 15.709 27.331
O -11.714 14.793 26.516
H -9.443 15.966 25.863
H -9.416 17.230 27.031
H -10.672 17.275 25.808
H -11.732 16.226 27.911
H -10.241 15.147 27.914
H -11.121 14.366 25.889
```